1.
C30H75NO8 | ωB97M-V/def2-TZVPD

Summary:
energy above the lowest of the compared OMol25 structures with the same formula, charge and spin: 1.687 eV
max |F|: 3.1 eV/Å
highest occupied orbital energy: -7.90 eV
SMILES: CC1(C)CCCC(C)(C)N1O.CC(C)O.CC(C)O.CC(C)O.CC(C)O.CC(C)O.CC(C)O.CC(C)O
electronic energy: -1844.5701 Eh

CARTESIAN COORDINATES (ANGSTROEM)
C -2.67 2.71 2.20
C -2.49 4.19 1.62
C -1.43 4.17 0.40
C -3.81 4.78 1.16
C -4.72 5.20 2.35
C -4.01 6.18 3.18
C -2.60 5.70 3.70
C -1.91 6.95 4.19
C -2.88 4.70 4.86
N -1.84 5.15 2.58
O -0.53 4.84 3.03
H -1.78 2.07 2.18
H -3.13 2.62 3.18
H -3.33 2.17 1.52
H -0.36 4.18 0.62
H -1.61 3.27 -0.20
H -1.68 5.01 -0.25
H -3.62 5.57 0.43
H -4.27 4.00 0.55
H -5.65 5.51 1.87
H -5.04 4.39 3.01
H -4.63 6.36 4.06
H -3.99 7.16 2.71
H -2.68 7.54 4.70
H -1.51 7.53 3.36
H -1.30 6.69 5.06
H -2.01 4.14 5.22
H -3.67 4.01 4.56
H -3.29 5.15 5.76
H -0.71 3.97 3.40
C -1.56 -5.58 -3.24
C -2.33 -4.78 -2.19
C -1.92 -5.04 -0.75
O -2.17 -3.38 -2.49
H -1.90 -5.27 -4.23
H -1.61 -6.66 -3.08
H -0.52 -5.27 -3.29
H -3.41 -4.87 -2.27
H -0.86 -4.87 -0.55
H -1.89 -6.09 -0.45
H -2.57 -4.58 0.00
H -2.06 -3.31 -3.45
C 1.72 0.80 4.12
C 1.27 2.23 4.52
C 2.07 3.24 3.79
O -0.14 2.30 4.15
H 1.11 0.00 4.53
H 2.68 0.64 4.61
H 1.94 0.65 3.06
H 1.39 2.29 5.60
H 3.10 2.91 3.79
H 1.93 4.20 4.29
H 1.76 3.42 2.76
H -0.60 1.73 4.78
C -0.51 -1.37 -6.64
C -0.75 -1.68 -5.19
C -1.26 -0.49 -4.41
O -1.59 -2.81 -5.18
H -0.44 -2.24 -7.29
H 0.45 -0.90 -6.86
H -1.31 -0.77 -7.07
H 0.23 -1.97 -4.80
H -2.11 0.06 -4.81
H -0.47 0.26 -4.55
H -1.52 -0.73 -3.38
H -1.11 -3.33 -5.82
C 0.17 -1.02 0.81
C -0.38 -0.68 -0.58
C 0.19 0.61 -1.15
O 0.01 -1.77 -1.39
H 0.17 -0.27 1.60
H 1.23 -1.26 0.68
H -0.24 -1.95 1.20
H -1.45 -0.49 -0.46
H -0.21 0.80 -2.15
H 1.26 0.58 -1.31
H 0.02 1.50 -0.54
H -0.79 -2.26 -1.58
C 2.41 -5.24 2.57
C 1.95 -3.84 2.99
C 0.36 -3.80 3.16
O 2.51 -3.37 4.26
H 2.32 -5.94 3.40
H 3.47 -5.15 2.36
H 1.85 -5.63 1.73
H 2.20 -3.25 2.11
H 0.09 -2.74 3.17
H 0.13 -4.27 4.11
H -0.17 -4.44 2.45
H 3.17 -3.97 4.61
C 2.41 1.49 -4.24
C 3.26 0.14 -4.36
C 4.20 0.16 -5.50
O 3.99 0.05 -3.13
H 1.73 1.62 -5.08
H 3.02 2.39 -4.24
H 1.82 1.56 -3.32
H 2.63 -0.73 -4.54
H 3.61 0.11 -6.41
H 4.91 -0.67 -5.51
H 4.84 1.04 -5.51
H 3.65 -0.71 -2.65
C 2.24 -4.57 -1.43
C 3.04 -3.23 -1.09
C 4.52 -3.34 -1.34
O 2.59 -2.29 -2.01
H 2.25 -4.83 -2.49
H 1.26 -4.41 -0.98
H 2.70 -5.42 -0.93
H 2.80 -2.86 -0.09
H 5.12 -3.90 -0.62
H 4.96 -2.35 -1.36
H 4.63 -3.80 -2.32
H 1.63 -2.26 -1.92

2.
C30H76BF4N16O25 | ωB97M-V/def2-TZVPD

Summary:
max |F|: 3.9 eV/Å
highest occupied orbital energy: -7.60 eV
total charge: -1
electronic energy: -4369.6721 Eh

CARTESIAN COORDINATES (ANGSTROEM)
B -17.43 -4.20 -18.36
F -17.41 -3.00 -19.06
F -16.48 -4.11 -17.30
F -18.71 -4.40 -17.85
F -17.02 -5.17 -19.29
C -13.55 0.40 -19.23
C -14.88 0.42 -18.58
O -15.71 1.22 -18.90
N -15.12 -0.48 -17.62
C -16.54 -0.76 -17.06
H -13.05 1.30 -18.88
H -13.63 0.62 -20.34
H -13.06 -0.55 -19.13
H -14.41 -1.17 -17.42
H -16.73 -0.27 -16.14
H -16.48 -1.81 -16.84
H -17.22 -0.56 -17.85
C -17.16 -10.07 -24.95
C -17.45 -9.66 -26.41
O -17.14 -10.31 -27.38
N -18.15 -8.47 -26.57
C -18.91 -7.80 -25.55
H -16.53 -10.92 -24.96
H -18.12 -10.30 -24.48
H -16.69 -9.29 -24.40
H -18.58 -8.42 -27.53
H -18.23 -7.68 -24.69
H -19.86 -8.24 -25.24
H -19.11 -6.80 -25.84
C -19.44 -3.34 -21.62
C -18.45 -2.52 -22.36
O -18.54 -2.40 -23.59
N -17.52 -1.94 -21.55
C -16.37 -1.29 -22.02
H -19.36 -3.45 -20.54
H -19.33 -4.41 -21.98
H -20.41 -2.88 -21.79
H -17.50 -2.16 -20.59
H -15.44 -1.90 -21.96
H -16.19 -0.29 -21.64
H -16.59 -1.16 -23.07
C -13.79 -4.51 -15.15
C -12.98 -5.78 -14.67
O -13.05 -6.21 -13.54
N -12.15 -6.39 -15.55
C -11.20 -7.44 -15.13
H -14.17 -4.16 -14.22
H -14.62 -4.74 -15.83
H -13.16 -3.74 -15.59
H -11.96 -5.87 -16.42
H -10.80 -7.86 -16.08
H -11.78 -8.13 -14.47
H -10.32 -6.99 -14.66
C -13.68 -3.94 -20.10
C -13.41 -5.07 -19.20
O -12.48 -5.07 -18.38
N -14.16 -6.17 -19.46
C -14.21 -7.36 -18.63
H -14.77 -4.00 -20.41
H -12.89 -3.98 -20.89
H -13.53 -3.01 -19.57
H -15.02 -6.00 -19.98
H -13.33 -8.00 -18.70
H -15.13 -7.94 -18.95
H -14.37 -7.02 -17.59
C -13.25 -3.55 -23.97
C -13.72 -4.69 -24.83
O -12.90 -5.43 -25.44
N -15.02 -5.08 -24.84
C -16.03 -4.62 -23.90
H -12.62 -4.04 -23.16
H -14.08 -2.95 -23.59
H -12.54 -2.88 -24.46
H -15.03 -6.04 -25.22
H -15.57 -4.43 -22.95
H -16.83 -5.31 -23.80
H -16.55 -3.67 -24.22
C -22.38 -2.04 -19.54
C -22.85 -0.70 -20.03
O -23.87 -0.15 -19.70
N -21.97 -0.12 -20.89
C -22.31 1.03 -21.62
H -22.62 -2.86 -20.23
H -22.97 -2.30 -18.65
H -21.35 -2.10 -19.29
H -21.14 -0.67 -21.19
H -22.05 1.99 -21.10
H -23.37 0.99 -21.76
H -21.82 1.14 -22.64
C -10.42 -6.75 -23.97
N -11.06 -5.89 -22.89
O -10.48 -4.95 -22.34
O -12.12 -6.30 -22.43
H -10.08 -6.02 -24.71
H -11.20 -7.40 -24.32
H -9.65 -7.32 -23.48
C -18.97 -2.53 -14.63
N -17.81 -3.34 -14.32
O -18.10 -4.52 -14.16
O -16.70 -2.88 -14.40
H -18.63 -1.53 -14.98
H -19.47 -2.38 -13.67
H -19.67 -3.02 -15.31
C -9.57 -5.59 -19.08
N -8.88 -5.12 -17.88
O -8.03 -4.21 -18.03
O -9.16 -5.70 -16.84
H -9.85 -6.59 -19.02
H -9.16 -5.11 -19.99
H -10.48 -5.02 -19.02
C -18.66 1.92 -20.01
N -19.43 1.36 -18.85
O -19.96 2.12 -18.06
O -19.43 0.14 -18.70
H -18.73 3.05 -19.97
H -19.06 1.51 -20.93
H -17.66 1.57 -19.87
C -19.19 -7.34 -20.64
N -18.58 -7.15 -22.07
O -18.97 -6.25 -22.73
O -17.78 -7.95 -22.42
H -18.51 -6.71 -20.09
H -19.03 -8.33 -20.40
H -20.25 -6.98 -20.71
C -23.48 0.26 -16.51
N -22.79 0.62 -15.29
O -22.07 -0.24 -14.84
O -22.81 1.78 -14.89
H -23.62 -0.81 -16.69
H -22.88 0.65 -17.30
H -24.36 0.84 -16.61
C -15.91 -6.62 -12.47
N -16.61 -7.89 -12.20
O -17.07 -8.55 -13.06
O -16.66 -8.24 -11.03
H -15.99 -6.11 -11.51
H -16.47 -6.04 -13.18
H -14.84 -6.79 -12.74
C -17.73 -11.67 -19.61
N -18.85 -12.05 -20.49
O -18.91 -13.21 -20.93
O -19.70 -11.21 -20.68
H -18.21 -11.20 -18.71
H -17.15 -10.89 -20.09
H -17.08 -12.50 -19.29
C -17.48 -7.13 -16.52
N -18.07 -8.17 -17.53
O -17.26 -8.89 -18.17
O -19.26 -8.24 -17.72
H -18.13 -6.26 -16.35
H -16.53 -6.74 -16.86
H -17.44 -7.75 -15.61

3.
C30H76F2N5O14S2V | ωB97M-V/def2-TZVPD

Summary:
max |F|: 11.9 eV/Å
highest occupied orbital energy: -8.32 eV
electronic energy: -4455.4967 Eh

CARTESIAN COORDINATES (ANGSTROEM)
O -0.66 3.72 -3.62
V -1.83 2.79 -3.02
O -3.24 3.34 -3.58
N -2.60 1.14 -1.84
S -1.66 -0.10 -1.17
O -1.37 -1.33 -1.92
O -1.51 -0.10 0.23
F -0.28 0.62 -1.51
S -3.87 0.40 -1.53
O -4.36 0.56 -0.17
O -4.16 -0.87 -2.16
F -4.83 1.36 -2.40
C 3.84 4.27 2.05
C 4.28 2.80 1.53
C 5.10 2.21 2.69
C 4.27 1.43 3.73
C 3.18 0.56 3.13
C 2.35 1.14 1.94
N 3.30 1.84 1.04
O 2.56 2.32 -0.05
C 1.62 -0.06 1.27
C 1.26 2.06 2.56
C 5.36 3.08 0.45
H 3.17 4.74 1.33
H 4.73 4.86 2.27
H 3.20 4.17 2.93
H 5.94 1.60 2.36
H 5.55 3.04 3.24
H 3.79 2.14 4.41
H 4.80 0.71 4.34
H 2.48 0.38 3.94
H 3.63 -0.40 2.89
H 0.76 -0.35 1.87
H 1.27 0.14 0.26
H 2.32 -0.89 1.12
H 1.11 2.95 1.96
H 0.27 1.61 2.46
H 1.60 2.47 3.51
H 6.05 3.86 0.78
H 4.80 3.37 -0.44
H 5.93 2.16 0.37
H 2.92 1.71 -0.71
C 3.57 -3.76 1.09
C 2.41 -4.38 1.89
C 1.27 -3.36 2.19
C 0.42 -3.03 0.93
C -0.14 -4.27 0.29
C 0.90 -5.35 -0.03
N 1.80 -5.56 1.13
O 2.70 -6.68 1.00
C 0.14 -6.67 -0.35
C 1.62 -4.85 -1.34
C 2.91 -4.80 3.27
H 3.38 -3.16 0.20
H 4.13 -4.60 0.68
H 4.20 -3.11 1.70
H 0.73 -3.53 3.11
H 1.78 -2.43 2.44
H 0.90 -2.45 0.15
H -0.43 -2.37 1.13
H -0.78 -4.13 -0.58
H -0.68 -4.66 1.16
H -0.94 -6.56 -0.46
H 0.52 -7.09 -1.28
H 0.21 -7.36 0.49
H 2.45 -5.53 -1.52
H 0.95 -4.75 -2.20
H 2.04 -3.85 -1.27
H 4.00 -4.77 3.28
H 2.61 -5.78 3.64
H 2.65 -4.17 4.12
H 2.09 -7.31 1.39
C -1.13 3.44 0.14
O -1.96 3.80 -0.92
H -0.09 3.63 -0.13
H -1.34 4.10 0.98
H -1.15 2.42 0.51
H -2.88 3.83 -0.65
C -7.61 -2.91 -3.49
O -6.81 -1.79 -3.95
H -8.59 -2.85 -3.96
H -6.96 -3.75 -3.72
H -7.65 -2.89 -2.40
H -6.00 -1.90 -3.43
C -4.20 -1.03 2.67
O -4.13 0.35 2.89
H -4.98 -1.45 3.31
H -4.70 -1.49 1.81
H -3.27 -1.59 2.81
H -3.35 0.66 2.43
C 1.59 -2.96 -4.63
O 0.61 -1.92 -4.75
H 2.28 -2.77 -5.45
H 2.13 -2.90 -3.68
H 1.03 -3.90 -4.61
H -0.04 -1.95 -4.04
C -6.18 4.03 -1.04
C -5.59 4.29 0.36
C -6.42 3.93 1.65
O -5.88 4.62 2.79
C -6.71 4.64 4.00
N -4.37 3.58 0.46
H -7.08 4.63 -1.19
H -6.59 3.03 -1.20
H -5.46 4.17 -1.85
H -5.40 5.36 0.42
H -6.65 2.87 1.77
H -7.37 4.39 1.37
H -7.69 5.02 3.73
H -6.25 5.15 4.85
H -6.94 3.65 4.38
H -4.38 2.58 0.54
H -4.23 3.86 1.42
C 2.92 2.86 -3.61
C 2.74 1.50 -4.21
C 3.57 0.39 -3.52
O 3.35 0.32 -2.08
C 4.19 -0.63 -1.34
N 1.34 0.95 -4.05
H 2.81 3.02 -2.54
H 2.11 3.50 -3.96
H 3.89 3.25 -3.93
H 3.01 1.57 -5.26
H 4.61 0.58 -3.79
H 3.38 -0.62 -3.87
H 5.27 -0.55 -1.47
H 3.90 -1.68 -1.37
H 4.16 -0.31 -0.30
H 1.39 0.10 -4.59
H 1.26 0.60 -3.11

no.,LUMO (eV)
1,0.5568
2,1.2263
3,-2.2795